ORCA calculation (ωB97M-V/def2-TZVPD) on a molecular structure, IY at a distorted geometry.

The geometry in ORCA input format:
```
! wB97M-V def2-TZVPD RIJCOSX def2/J DEFGRID3
* xyz 2 1
Y -1.37 -0.42 -0.20
I 1.37 0.42 0.20
*
```

LUMO	-0.449	hartree
DFT total energy	-335.26060	hartree

ORCA calculation (ωB97M-V/def2-TZVPD) on a molecular structure, KLi.

The geometry in ORCA input format:
```
! wB97M-V def2-TZVPD RIJCOSX def2/J DEFGRID3
* xyz 2 1
Li 1.72 10.10 0.96
K 5.60 8.04 0.44
*
```

LUMO	-0.360	hartree
DFT total energy	-606.88101	hartree

ORCA calculation (ωB97M-V/def2-TZVPD) on a single N2O3S molecule at a distorted geometry.

The geometry in ORCA input format:
```
! wB97M-V def2-TZVPD RIJCOSX def2/J DEFGRID3
* xyz 0 3
N -0.11 1.07 -0.19
N -0.26 -1.19 -0.21
O -1.25 1.20 0.07
O -1.38 -1.12 0.17
O 2.08 0.12 -0.35
S 0.93 -0.08 0.51
*
```

LUMO (spin up / spin down)	-0.048 / -0.098	hartree
DFT total energy	-733.17533	hartree

ORCA calculation (ωB97M-V/def2-TZVPD) on 3 unconnected molecules or ions with the total composition N2O4 at a distorted geometry.

The geometry in ORCA input format:
```
! wB97M-V def2-TZVPD RIJCOSX def2/J DEFGRID3
* xyz -2 1
N 16.59 -0.22 -0.82
N -16.38 -0.08 0.46
O 17.25 0.77 1.30
O -15.64 0.81 0.03
O -17.32 -0.60 -0.26
O 15.49 -0.69 -0.71
*
```

LUMO (spin up / spin down)	0.214 / 0.213	hartree
DFT total energy	-410.24243	hartree

ORCA calculation (ωB97M-V/def2-TZVPD) on 2 unconnected molecules or ions with the total composition N2O4 at a distorted geometry.

The geometry in ORCA input format:
```
! wB97M-V def2-TZVPD RIJCOSX def2/J DEFGRID3
* xyz 0 1
N -0.39 0.54 0.73
N 0.46 -1.10 -1.09
O 0.35 0.94 1.54
O 0.21 -1.10 0.11
O -1.45 0.81 0.33
O 0.74 -0.04 -1.60
*
```

LUMO	-0.071	hartree
DFT total energy	-410.21915	hartree

ORCA calculation (ωB97M-V/def2-TZVPD) on 2 unconnected molecules or ions with the total composition N2O4 at a distorted geometry.

The geometry in ORCA input format:
```
! wB97M-V def2-TZVPD RIJCOSX def2/J DEFGRID3
* xyz 2 1
N 1.67 0.00 0.00
N -1.71 0.00 -0.01
O 1.71 1.09 0.00
O -2.79 0.00 0.01
O 1.72 -1.09 0.00
O -0.60 0.00 -0.01
*
```

LUMO	-0.456	hartree
DFT total energy	-409.36440	hartree

ORCA calculation (ωB97M-V/def2-TZVPD) on a molecular structure, N2O6Rb3 at a distorted geometry.

The geometry in ORCA input format:
```
! wB97M-V def2-TZVPD RIJCOSX def2/J DEFGRID3
* xyz 1 1
Rb -1.58 3.61 0.91
Rb 3.01 -4.06 3.85
Rb 5.48 0.37 3.43
N -2.04 0.93 -3.84
O -1.70 -0.08 -3.27
O -3.11 1.29 -3.30
O -1.67 1.26 -4.96
N 0.40 -0.75 1.83
O -0.21 -1.57 2.55
O -0.21 -0.24 0.90
O 1.63 -0.75 1.90
*
```

LUMO	-0.196	hartree
DFT total energy	-632.64268	hartree

ORCA calculation (ωB97M-V/def2-TZVPD) on a molecular structure, N2O8S2 at a distorted geometry.

The geometry in ORCA input format:
```
! wB97M-V def2-TZVPD RIJCOSX def2/J DEFGRID3
* xyz 0 1
N -3.83 -1.63 -0.14
N 0.50 0.13 -0.11
O -2.97 -0.90 0.57
O 1.53 -0.18 -0.54
O -4.08 -1.38 -1.30
O 0.31 0.99 0.75
O 5.13 0.55 1.46
O -2.31 1.31 -0.63
O 4.48 1.44 -0.74
O -0.60 -0.60 -0.49
S -1.90 0.45 0.41
S 4.45 0.35 0.21
*
```

LUMO	-0.050	hartree
DFT total energy	-1507.50549	hartree

ORCA calculation (ωB97M-V/def2-TZVPD) on a molecular structure, NO3Rb at a distorted geometry.

The geometry in ORCA input format:
```
! wB97M-V def2-TZVPD RIJCOSX def2/J DEFGRID3
* xyz 0 1
Rb 2.26 -1.22 -0.41
N -0.50 0.30 0.05
O -0.39 -0.80 0.32
O -0.49 1.10 1.07
O -0.88 0.62 -1.03
*
```

LUMO	-0.044	hartree
DFT total energy	-304.41687	hartree

ORCA calculation (ωB97M-V/def2-TZVPD) on a gas-phase ion, NO4P (charge -2) at a distorted geometry.

The geometry in ORCA input format:
```
! wB97M-V def2-TZVPD RIJCOSX def2/J DEFGRID3
* xyz -2 1
O 2.14 -0.07 0.13
N 1.03 0.56 -0.12
P -0.68 -0.09 -0.02
O -0.51 -1.61 -0.09
O -1.36 0.57 -1.22
O -1.06 0.50 1.34
*
```

structure (SMILES)	O=NP(=O)([O-])[O-]
LUMO (spin up / spin down)	0.281 / 0.281	hartree
DFT total energy	-697.04803	hartree

ORCA calculation (ωB97M-V/def2-TZVPD) on 2 unconnected molecules or ions with the total composition NO4S2 at a distorted geometry.

The geometry in ORCA input format:
```
! wB97M-V def2-TZVPD RIJCOSX def2/J DEFGRID3
* xyz -1 1
N 2.31 -0.26 0.01
O 3.28 0.50 -0.05
O -2.78 1.65 -0.13
O 2.46 -1.48 -0.03
O 1.17 0.20 0.13
S -3.99 -0.88 -0.05
S -2.45 0.26 0.11
*
```

LUMO	0.025	hartree
DFT total energy	-1152.01727	hartree

ORCA calculation (ωB97M-V/def2-TZVPD) on 2 unconnected molecules or ions with the total composition O2 at a distorted geometry.

The geometry in ORCA input format:
```
! wB97M-V def2-TZVPD RIJCOSX def2/J DEFGRID3
* xyz 0 1
O 0.00 0.00 0.94
O 0.00 0.00 -0.94
*
```

LUMO	-0.207	hartree
DFT total energy	-150.08165	hartree